C43H46N3O7PSeW | ωB97M-V with the def2-TZVPD basis set

As for the spin multiplicity: 3. The LUMO energy (spin up / spin down) comes out at -0.29010 / -0.29061 Eh. The molar mass is 1010.6 g mol⁻¹. The calculation puts the largest force on an atom at 3.78 eV Å⁻¹. Its energy relative to the best compared isomer or geometry (same formula, charge and spin) is 466.1 kJ/mol. Its net charge is +2. Its expectation value of S² is 2.01. Its gap between HOMO and LUMO (spin up / spin down) is 3.460 / 3.449 eV.

Element x y z (Å)
W  0.51  0.57  1.15
O  2.52  3.96  2.46
C  1.45  3.11  2.06
O  1.91  1.86  1.72
C  0.43  2.93  3.17
O  -0.30  1.70  2.88
C  -1.82  1.82  2.68
C  -1.99  2.13  1.22
O  -2.91  2.84  0.76
O  -1.15  1.43  0.46
H  3.31  3.39  2.44
H  -0.15  3.86  3.32
H  0.93  2.75  4.15
H  -2.21  2.65  3.27
H  -2.26  0.85  2.99
O  0.04  4.89  1.61
N  0.65  3.74  0.95
C  1.06  3.89  -0.29
C  2.29  3.44  -0.94
C  2.92  4.64  -1.45
C  3.53  4.65  -2.67
C  3.63  3.45  -3.38
C  3.12  2.29  -2.90
C  2.45  2.25  -1.65
P  1.78  0.54  -1.22
C  0.98  0.35  -2.82
C  1.21  -0.64  -3.81
C  0.42  -0.81  -4.91
C  -0.55  0.17  -5.18
C  -0.82  1.20  -4.31
C  -0.06  1.27  -3.10
C  3.22  -0.54  -1.25
C  4.52  0.05  -1.07
C  5.60  -0.79  -1.17
C  5.45  -2.15  -1.48
C  4.18  -2.73  -1.59
C  3.04  -1.95  -1.38
H  -0.87  4.80  1.22
H  0.41  4.67  -0.77
H  2.89  5.57  -0.83
H  3.74  5.60  -3.14
H  4.00  3.52  -4.42
H  3.22  1.36  -3.44
H  2.00  -1.39  -3.70
H  0.48  -1.69  -5.54
H  -1.12  0.18  -6.14
H  -1.60  1.97  -4.53
H  -0.26  2.07  -2.38
H  4.62  1.11  -0.83
H  6.56  -0.41  -0.98
H  6.34  -2.68  -1.77
H  4.07  -3.78  -1.90
H  2.03  -2.31  -1.37
C  3.10  -0.73  3.97
C  2.36  -2.07  4.15
C  1.21  -2.03  5.16
C  1.88  -2.61  2.80
C  2.61  -3.66  2.27
C  2.21  -4.39  1.14
C  0.88  -4.28  0.73
C  0.03  -3.48  1.53
C  -1.37  -3.89  1.99
C  -2.50  -2.82  1.85
C  -1.83  -5.22  1.35
C  0.66  -2.35  2.14
O  0.19  -1.11  1.97
H  3.26  -0.33  4.98
H  2.48  0.00  3.40
H  4.03  -0.88  3.45
H  3.07  -2.81  4.53
H  0.59  -1.13  5.12
H  1.57  -2.12  6.18
H  0.59  -2.88  5.01
H  3.60  -3.88  2.66
H  2.87  -5.10  0.57
H  0.46  -4.90  -0.08
H  -1.33  -4.08  3.08
H  -2.36  -2.26  0.94
H  -2.52  -2.09  2.70
H  -3.48  -3.33  1.85
H  -2.41  -5.02  0.45
H  -2.49  -5.77  2.03
H  -0.96  -5.84  1.13
C  -5.55  -1.95  -0.55
N  -4.89  -0.83  -1.32
C  -3.61  -0.77  -1.76
Se  -2.32  -2.14  -1.71
N  -3.33  0.51  -2.13
C  -4.49  1.32  -2.02
C  -4.79  2.60  -2.35
C  -6.07  3.04  -2.07
C  -7.07  2.20  -1.56
C  -6.76  0.87  -1.20
C  -5.49  0.38  -1.50
H  -4.94  -2.84  -0.67
H  -6.54  -2.12  -0.99
H  -5.65  -1.66  0.52
H  -2.40  0.77  -2.46
H  -3.98  3.21  -2.73
H  -6.29  4.08  -2.35
H  -8.12  2.50  -1.45
H  -7.55  0.19  -0.92